Version a
This record from the OMol25 dataset describes an isolated molecule of C4H4ClNO2. The level of theory is ωB97M-V/def2-TZVPD.

```
12
Properties=species:S:1:pos:R:3:mulliken_charge:R:1
Cl 0.24181 3.29897 -2.26180 -0.145
O 0.67885 -1.23983 -0.29751 -0.377
O -0.66058 2.01679 -0.20475 -0.324
N 0.68073 0.77637 -1.47563 -0.482
C 0.18137 -1.91799 0.83913 -0.767
C 0.12837 1.91424 -1.28849 0.308
C 0.25988 0.03061 -0.39504 0.681
C -0.57160 0.77072 0.37075 -0.167
H -0.89728 -1.96356 0.83633 0.332
H 0.50021 -1.39676 1.77008 0.313
H 0.58701 -2.90183 0.81642 0.232
H -1.12879 0.61227 1.29051 0.395
```

Output
Frontier orbital gap: 9.763 eV
HOMO level: -9.0 eV
SMILES: COc1coc(Cl)n1



Version b
This record from the OMol25 dataset describes an isolated molecule of C4H4ClNO2. The level of theory is ωB97M-V/def2-TZVPD.

```
12
Properties=species:S:1:pos:R:3:mulliken_charge:R:1
Cl -2.93517 -0.26255 -0.00755 0.058
O -1.26405 2.18156 -0.08322 -0.617
O -0.81541 -2.26225 -0.17052 -0.572
N -1.32024 0.00078 -0.09448 0.095
C -0.65024 1.12941 -0.09248 0.344
C -0.45718 -1.08945 -0.07902 0.258
C 0.91296 0.74726 -0.11435 -0.317
C 0.95416 -0.70512 0.04925 -0.278
H 1.26415 -1.13411 1.16027 0.202
H 1.46363 1.28462 -0.90075 0.388
H 1.07590 1.25114 0.94077 0.173
H 1.77150 -1.14129 -0.60793 0.266
```

Output
Frontier orbital gap: 10.768 eV
HOMO level: -10.2 eV
SMILES: O=C1CCC(=O)N1Cl



Which of them is least stable? Easy: version b.



Version a
This record from the OMol25 dataset describes an isolated molecule of C9H9NO3. The level of theory is ωB97M-V/def2-TZVPD.

```
22
Properties=species:S:1:pos:R:3:mulliken_charge:R:1
O 3.26764 -1.08146 0.23132 -0.395
O 0.92387 1.21374 -0.08067 -0.258
O -0.83528 2.77671 0.31872 -0.529
N 0.97615 -0.23216 -0.39862 0.051
C 1.81887 -0.83302 0.55962 -0.663
C -0.53564 1.68188 -0.03802 0.391
C -1.37941 0.46409 -0.29224 0.602
C -0.46263 -0.57967 -0.27348 0.288
C 3.87092 0.23581 -0.26410 -0.511
C -2.73336 0.52977 -0.06950 -0.365
C -3.34332 -0.62906 0.19442 -0.495
C -1.04606 -1.80897 -0.07809 -0.546
C -2.49325 -1.73174 0.02734 -0.256
H 1.42595 -1.91122 0.82210 0.268
H -0.41682 -2.80002 -0.24929 0.278
H 1.78080 -0.28306 1.35999 0.654
H -2.96093 -2.74729 -0.13616 0.284
H 3.57530 0.98992 0.48656 0.275
H -4.47893 -0.90796 0.01545 0.241
H -3.15902 1.66020 -0.01871 0.247
H 4.90695 -0.16898 -0.44625 0.251
H 3.46707 0.54723 -1.39386 0.189
```

Output
Frontier orbital gap: 9.521 eV
HOMO level: -9.5 eV
SMILES: COCn1oc(=O)c2ccccc21



Version b
This record from the OMol25 dataset describes an isolated molecule of C9H9NO3. The level of theory is ωB97M-V/def2-TZVPD.

```
22
Properties=species:S:1:pos:R:3:mulliken_charge:R:1
O 2.08906 2.86531 0.29607 -0.554
O -1.50101 2.14818 -0.27335 -0.627
O 3.23937 -1.69617 -0.01467 -0.573
N 2.87606 0.53677 0.11997 -0.017
C -1.46440 0.23015 1.29533 -0.828
C 0.70630 0.83376 -0.02981 0.171
C 2.31608 -0.67610 -0.05933 -0.205
C -0.92404 0.94941 -0.00130 0.878
C 0.94576 -0.53780 -0.06047 0.539
C -1.32831 -0.28114 -0.94300 -1.089
C -1.16484 -1.05597 1.13996 -0.591
C 1.88166 1.49660 0.06131 -0.410
C -0.37307 -1.25972 -0.14696 -0.466
H -2.33165 -0.45972 -0.92729 0.392
H -1.45776 -1.74603 1.89775 0.434
H 1.40023 3.35066 -0.04997 0.284
H -1.34887 2.55757 -1.14688 0.355
H -1.97153 0.70845 2.00872 0.612
H 3.79548 0.84627 -0.16361 0.314
H 2.95386 -2.41646 -0.50062 0.297
H -1.01537 0.01588 -1.91251 0.427
H -0.49114 -2.21378 -0.43446 0.657
```

Output
Frontier orbital gap: 7.914 eV
HOMO level: -7.3 eV
SMILES: Oc1[nH]c(O)c2c1[C@H]1C=C[C@]2(O)C1



Which of them is least stable? Easy: version a.



Version a
This record from the OMol25 dataset describes an isolated molecule of C2HClN2O2. The level of theory is ωB97M-V/def2-TZVPD.

```
8
Properties=species:S:1:pos:R:3:mulliken_charge:R:1
Cl -0.67525 2.80001 -0.22632 -0.140
O 0.54490 0.48507 -0.28106 -0.285
O 1.11622 -1.73065 -0.11205 -0.457
N -0.98581 -0.92552 0.51270 -0.369
N -1.53603 0.36226 0.47724 -0.282
C 0.20609 -0.78887 0.05242 0.679
C -0.62371 1.13685 0.03350 0.497
H 1.95358 -1.33915 -0.45643 0.357
```

Output
Frontier orbital gap: 10.145 eV
HOMO level: -9.9 eV
SMILES: Oc1nnc(Cl)o1



Version b
This record from the OMol25 dataset describes a cluster of 2 separate species, C2HClN2O2 in total. The level of theory is ωB97M-V/def2-TZVPD.

```
8
Properties=species:S:1:pos:R:3:mulliken_charge:R:1
Cl 0.91239 -1.03072 -0.97338 -0.161
O -1.39580 0.12589 0.00761 -0.511
O 1.20787 2.17580 1.19167 -0.377
N -1.69406 -0.34728 -0.96666 0.849
N -1.96304 -0.78185 -1.96747 -0.327
C 1.00804 -0.25286 0.58010 -0.545
C 1.08900 1.07865 0.71864 0.731
H 0.83561 -0.96764 1.40950 0.342
```

Output
Frontier orbital gap: 8.653 eV
HOMO level: -9.1 eV
SMILES: N#[N+][O-].O=C=CCl



Which of them is least stable? Easy: version b.